13
Properties=species:S:1:pos:R:3:forces:R:3 method="wB97M-V/def2-TZVPD" energy_ha=-443.7727 e_above_lowest_ev=2.218 smiles="FC1=COC[C@@H]2O[C@H]12"
C -1.3537 -0.2737 0.3619 -1.03 -3.30 -1.43
C -0.8953 -1.3191 -0.3699 0.59 2.76 0.69
C 1.3143 -0.2889 -0.5207 2.48 -0.05 -1.08
C 0.7922 0.9420 0.1675 -0.27 -1.39 -0.48
C -0.5752 0.8818 0.6159 -1.47 2.02 0.31
H -1.4343 -2.1432 -0.7531 -0.66 -0.67 0.06
H 1.8395 0.0604 -1.5087 -1.10 -0.71 1.66
H 2.1658 -0.7898 0.0882 -1.54 0.70 -0.74
H 1.1422 1.8784 -0.1730 0.66 0.88 -0.12
H -1.1639 1.8055 0.6815 0.19 -0.20 -0.12
O 0.3572 -1.2836 -0.8970 0.53 -0.25 0.01
O 0.4678 0.8147 1.5361 1.19 0.03 1.10
F -2.6566 -0.2843 0.7714 0.43 0.17 0.13



18
Properties=species:S:1:pos:R:3:forces:R:3 method="wB97M-V/def2-TZVPD" energy_ha=-381.2059 e_above_lowest_ev=2.163
C 1.9384 0.4230 1.2296 0.16 -0.18 0.14
C -0.6763 0.4060 1.4146 3.26 -0.22 0.95
C -1.5617 -1.2410 -1.2501 -0.80 0.42 0.18
N 0.7158 -0.0797 0.6287 -2.95 0.29 0.80
C 0.5748 0.0389 -0.7286 -0.88 1.44 -0.35
C -0.9329 0.1205 -1.0558 0.69 0.52 -2.44
N 1.4846 0.2462 -1.6124 -0.54 -0.32 0.82
O -1.4191 1.1904 -1.4094 0.34 -1.62 0.86
H 1.0459 0.3997 -2.5263 0.18 -0.19 0.30
H 2.7954 -0.0893 0.7742 -0.29 0.14 0.05
H 2.0579 1.4992 1.0663 -0.01 -0.01 -0.01
H 1.9495 0.2165 2.3030 -0.10 -0.01 -0.15
H -1.7100 0.1207 1.2122 0.56 -0.43 -1.24
H -0.6079 1.4939 1.4690 -0.12 -0.09 -0.06
H -0.5229 -0.0148 2.4105 0.23 0.24 0.03
H -2.5990 -1.1235 -1.5696 0.06 -0.06 0.03
H -1.0066 -1.7780 -2.0231 0.08 0.10 0.10
H -1.5260 -1.8286 -0.3327 0.12 -0.03 -0.02



17
Properties=species:S:1:pos:R:3:forces:R:3 method="wB97M-V/def2-TZVPD" energy_ha=-355.8073 charge=+1 e_above_lowest_ev=0.004
N -1.0740 0.9394 -1.9488 0.48 -0.33 0.09
C -1.6224 1.6614 -0.9248 -0.17 -0.02 -0.21
N -1.9496 1.1249 0.1850 0.20 0.18 -0.54
H -0.7604 1.4146 -2.7726 -0.21 0.25 -0.20
H -1.4150 0.0073 -2.1155 -0.02 -0.14 0.16
H -1.7544 2.7193 -1.1501 0.06 0.06 0.11
H -2.3919 1.8426 0.7367 -0.15 0.03 0.56
N 1.4881 -0.2837 -0.2923 -0.24 -0.18 0.31
C 1.0929 -0.9436 0.7964 -0.04 -0.12 0.75
N -0.0651 -0.6732 1.3847 0.33 -0.12 -0.82
N 1.9075 -1.8707 1.3321 0.20 0.14 -0.19
H 2.3152 -0.6122 -0.7582 -0.01 0.13 -0.23
H 0.7742 0.2014 -0.8204 0.13 0.20 -0.22
H -0.3584 -1.3156 2.0995 -0.29 0.20 0.17
H -0.7540 -0.0409 0.9191 -0.12 -0.30 0.32
H 2.8941 -1.8260 1.1437 0.04 -0.09 -0.19
H 1.6732 -2.3449 2.1854 -0.18 0.11 0.12



263
Properties=species:S:1:pos:R:3:forces:R:3 method="wB97M-V/def2-TZVPD" energy_ha=-4559.8953 charge=+4
C 17.6598 20.8682 21.7677 0.41 -0.63 0.58
C 18.6045 20.5148 22.9246 0.47 1.56 0.52
C 18.0303 21.0785 24.2262 1.43 -0.70 0.78
N 18.7706 20.6312 25.4947 0.44 0.24 0.52
C 18.0165 21.3434 26.6257 1.43 -1.01 0.32
C 18.6444 20.9909 27.9603 -0.81 1.99 2.27
C 18.6735 19.5283 28.2774 2.47 0.84 -0.26
C 19.3849 18.8586 27.1258 0.60 -2.42 -0.76
C 18.8536 19.1366 25.7202 -1.87 0.58 0.06
C 20.2079 21.0789 25.5407 -0.53 0.27 -0.18
H 16.6813 20.3923 22.0232 0.59 0.28 -0.95
H 18.1368 20.6256 20.7982 -0.67 -0.37 0.39
H 17.5452 21.9424 21.7595 -0.30 0.42 0.02
H 19.5962 20.9452 22.7826 0.03 0.29 -0.28
H 18.8509 19.4822 23.0615 -0.39 -0.88 -0.22
H 17.0454 20.7156 24.3816 -1.10 -0.43 0.08
H 17.9857 22.1557 24.3984 0.17 0.08 -0.93
H 16.9925 20.9849 26.6208 -0.21 0.25 -0.29
H 18.1459 22.3930 26.3878 -0.46 0.20 0.17
H 18.1207 21.6071 28.7923 0.56 -1.00 -1.41
H 19.6910 21.3069 28.0669 -0.39 0.37 -0.30
H 17.7711 19.0372 28.3120 -2.51 -0.65 0.66
H 19.2426 19.4195 29.2288 -0.55 -0.34 -0.68
H 19.2340 17.7662 27.2465 0.26 0.39 -0.10
H 20.4608 18.9705 27.1104 0.29 0.18 0.27
H 17.8026 18.8212 25.6427 0.14 -0.20 0.10
H 19.3823 18.6989 24.8601 0.31 0.01 0.63
H 20.7420 20.4564 24.8332 0.24 0.30 -0.39
H 20.6415 20.9042 26.5291 -0.30 0.12 -0.49
H 20.1832 22.1448 25.3423 0.49 0.11 -0.30
C 17.7814 24.1719 15.5754 -0.31 1.26 0.01
C 16.9285 23.4020 16.6144 0.97 1.01 -0.76
C 15.5331 23.9073 16.7072 -1.62 1.86 -0.09
N 14.6430 23.1455 17.6865 0.30 0.12 -0.01
C 13.5007 24.0226 18.1593 0.65 0.01 0.53
C 12.5361 24.4158 17.0777 -0.39 0.09 -0.43
C 11.9690 23.1626 16.4521 1.32 -0.46 -0.83
C 13.1321 22.2372 15.9240 -1.48 -0.28 0.73
C 14.1032 21.8969 17.0287 0.79 0.25 0.86
C 15.4753 22.7367 18.8607 -0.42 1.47 0.19
H 17.3213 24.2368 14.5635 0.19 -0.12 0.70
H 18.7880 23.7897 15.4893 0.02 -0.81 -0.06
H 18.0043 25.2149 15.9044 -0.69 -0.48 -0.12
H 17.4809 23.4497 17.5542 -0.28 -0.04 -0.08
H 16.8269 22.4000 16.3137 0.57 -1.61 -0.40
H 14.9621 23.8823 15.7375 0.93 0.03 0.85
H 15.5038 24.9661 17.0627 0.05 -0.65 -0.27
H 13.9891 24.9011 18.6365 -0.54 -0.66 0.00
H 12.9299 23.3780 18.8630 0.52 0.62 0.00
H 12.9448 25.0407 16.2838 0.27 0.25 0.27
H 11.7333 24.9694 17.5729 0.13 0.16 -0.12
H 11.2840 23.3936 15.6389 -0.07 -0.05 0.08
H 11.4507 22.6323 17.2300 -0.52 -0.50 0.23
H 13.5727 22.5483 14.9785 0.22 0.25 0.21
H 12.6862 21.2824 15.6988 -0.19 -0.45 -0.38
H 15.0375 21.4093 16.6936 -0.92 -0.44 -0.04
H 13.6435 21.3502 17.9116 0.33 0.27 -1.39
H 15.9093 23.6862 19.2161 0.03 -0.51 0.18
H 16.2716 22.0867 18.5248 -0.13 -0.36 0.19
H 14.8234 22.3373 19.6442 0.22 -0.19 -0.29
C 14.4152 4.4015 18.7735 -0.82 0.16 -0.35
C 12.9508 5.0315 18.7410 1.72 0.13 0.23
C 12.9898 6.5382 18.8270 -0.81 1.07 3.05
N 11.6654 7.3427 18.6959 0.16 -0.34 -2.19
C 11.6548 8.7326 19.3222 0.33 -0.04 -0.45
C 12.4519 9.8122 18.5961 0.13 -2.04 -1.14
C 11.9411 9.9847 17.2007 0.01 -1.74 -0.88
C 12.1239 8.6009 16.4613 -1.07 1.25 -0.22
C 11.3201 7.5048 17.1571 -0.82 -0.68 0.69
C 10.5576 6.6345 19.3332 -0.76 0.69 0.75
H 14.2914 3.3480 18.4557 0.15 0.50 0.38
H 14.8483 4.4196 19.7949 -0.12 0.15 -0.77
H 15.0700 4.8660 18.0058 -0.25 -0.10 0.69
H 12.4829 4.6732 19.6593 -0.61 -0.41 -0.65
H 12.5579 4.7493 17.7828 -0.86 -0.59 -0.11
H 13.6083 7.0174 18.1312 1.27 0.44 -0.86
H 13.2874 6.7752 19.8942 0.16 0.04 -1.25
H 12.0606 8.5916 20.2987 -0.03 -0.07 0.90
H 10.5882 8.9446 19.3597 0.11 0.45 0.19
H 13.4552 9.4498 18.4965 0.99 0.03 0.38
H 12.4535 10.7314 19.0848 -0.08 1.33 1.36
H 12.4514 10.7436 16.6182 -0.09 0.29 0.17
H 10.8902 10.1897 17.3369 -0.53 0.38 -0.72
H 13.1976 8.3748 16.3595 -0.35 -0.12 0.23
H 11.7343 8.6811 15.4135 0.24 -0.17 0.86
H 11.5201 6.5366 16.6651 -0.14 0.25 0.50
H 10.1811 7.6302 17.1738 1.69 0.27 -0.36
H 10.4187 5.6484 19.0137 -0.16 -1.28 -1.31
H 9.6493 7.2356 19.2150 0.15 -0.42 0.04
H 10.7468 6.4799 20.3755 0.30 0.48 0.85
C 15.3109 18.9757 18.8581 -1.59 0.71 -0.40
C 16.2505 17.9055 18.3969 1.08 -0.43 -0.23
C 15.4412 16.7180 17.8274 -0.89 2.16 0.28
C 16.1486 15.7157 17.0118 1.14 -1.87 -0.33
C 16.9339 16.3472 15.8457 -1.30 -0.15 -0.70
C 17.8323 17.5070 16.2519 1.03 -0.52 0.69
N 17.0039 18.4152 17.2028 0.75 3.87 -1.48
O 16.9986 19.6144 16.9219 -0.30 -4.03 1.46
C 18.1610 18.3957 15.0861 -0.65 -1.27 0.47
C 19.1556 17.0529 16.9359 -0.75 0.39 -0.82
C 17.3038 17.5569 19.4553 1.25 1.23 -1.71
H 14.5344 18.5870 19.5617 0.87 0.02 -0.35
H 14.7359 19.2690 17.9465 0.36 0.11 0.67
H 15.7817 19.8671 19.2998 0.04 -0.46 -0.15
H 14.7602 17.3163 17.2049 -0.36 -0.72 -0.27
H 14.8556 16.3328 18.6509 -0.04 -0.39 0.24
H 15.3744 14.9942 16.6119 1.02 0.61 0.35
H 16.8903 15.1255 17.6378 -0.89 0.42 -0.62
H 16.2226 16.8336 15.1376 0.09 -0.60 0.38
H 17.4609 15.5457 15.2723 0.03 0.80 0.60
H 17.1908 18.6939 14.7840 -0.64 0.98 -0.90
H 18.6219 17.8322 14.3057 0.29 -0.71 -0.49
H 18.8153 19.1609 15.3894 0.55 1.37 0.27
H 19.5428 17.7910 17.6033 0.16 0.49 0.56
H 19.8515 16.9756 16.1180 0.37 0.04 -0.38
H 19.0898 16.0679 17.3197 -0.19 -0.92 0.78
H 17.9652 16.7507 19.1291 -0.33 -0.07 0.48
H 16.7236 17.3986 20.2979 -0.82 -1.01 1.91
H 17.9268 18.4479 19.6825 -0.20 -0.43 -0.35
C 22.3540 18.2265 19.0180 -1.33 0.56 0.40
C 23.0010 19.2572 19.9898 -0.40 0.07 -2.38
C 21.9738 20.0025 20.8461 -0.33 -1.27 0.78
C 22.7381 20.7907 21.8976 0.04 1.32 0.11
C 23.5884 19.9121 22.7944 -1.41 -1.24 -0.44
C 24.6940 19.0876 22.0360 -1.15 -0.13 2.44
N 24.0346 18.4581 20.8809 -0.09 0.78 -2.02
O 24.4677 17.4461 20.4489 -0.22 0.26 0.18
C 25.2022 17.9733 22.9373 -1.39 -0.33 0.63
C 25.8354 20.0083 21.6018 -0.41 -1.86 -1.65
C 23.7954 20.3083 19.1128 0.86 -0.13 0.75
H 21.5174 18.7506 18.4731 0.66 -0.10 0.78
H 21.8528 17.4455 19.6659 0.91 0.38 -1.06
H 23.0032 17.9097 18.1760 -0.05 -0.32 1.00
H 21.3994 19.2121 21.4106 0.27 0.91 -0.75
H 21.2826 20.5556 20.1561 0.76 -0.38 0.66
H 22.1251 21.3553 22.5968 -0.76 -0.18 -0.05
H 23.3029 21.6177 21.4769 0.35 0.02 -0.45
H 22.7845 19.2418 23.2338 1.45 0.15 -0.24
H 23.9798 20.5260 23.5947 0.66 -0.09 0.09
H 25.5447 18.4968 23.8310 -0.41 -0.43 0.35
H 26.0608 17.5417 22.5439 1.74 -0.78 -0.95
H 24.4794 17.1018 23.0860 0.59 1.66 0.14
H 26.3991 19.6199 20.7420 -0.08 -0.09 0.31
H 26.4992 20.2014 22.3861 0.84 0.08 1.37
H 25.3833 20.8842 21.3003 -0.50 2.15 -0.59
H 24.2959 21.0531 19.7211 0.17 -0.12 0.12
H 23.2575 20.9344 18.4126 -1.31 -0.39 0.16
H 24.5340 19.8749 18.4541 0.42 -0.61 0.14
C 21.1698 13.2609 19.8938 0.42 0.57 -0.38
C 22.0209 12.5634 18.8950 0.30 -1.33 -1.05
C 22.6392 13.4071 17.8308 -0.22 0.62 -0.39
C 23.7491 14.3293 18.3700 0.87 -0.03 -0.80
C 25.0259 13.5016 18.7774 -2.04 -0.08 0.61
C 24.6942 12.4914 19.9028 -0.54 0.82 1.52
N 23.2675 11.8902 19.6932 -0.31 -0.17 0.14
O 23.0597 10.8393 20.1947 0.14 0.56 -0.24
C 24.6186 13.1429 21.4037 -0.85 -1.11 -1.25
C 25.6745 11.3239 19.9729 -0.96 -0.45 0.41
C 21.1778 11.4033 18.3271 1.93 0.32 -1.71
H 20.2403 13.5412 19.3847 0.44 0.62 -0.07
H 21.7161 14.0184 20.4444 -0.40 0.41 0.06
H 20.8915 12.4585 20.4898 -0.74 -1.09 2.07
H 21.7783 13.9813 17.3837 0.86 -0.51 0.28
H 23.0397 12.7173 17.0512 -0.08 0.67 0.30
H 23.4444 15.0868 19.1220 -0.04 -0.77 -0.13
H 24.0406 14.9273 17.5033 0.16 0.14 0.10
H 25.8231 14.1755 19.1068 0.01 -0.38 -0.14
H 25.3120 12.8601 17.9456 0.38 0.43 -0.32
H 25.6275 13.3744 21.6623 0.77 -0.02 0.21
H 24.2058 12.3871 22.0856 0.38 0.06 -0.17
H 24.0339 14.0398 21.5663 -0.27 0.29 -0.64
H 25.5015 10.6798 20.8393 0.40 0.63 0.39
H 26.6618 11.7437 19.9158 0.50 -0.04 0.22
H 25.5435 10.5858 19.2012 -0.01 0.13 -1.03
H 21.6890 10.8170 17.5137 -0.07 0.23 1.18
H 20.3476 11.8185 17.8037 -0.33 0.92 -0.22
H 20.7622 10.8281 19.0925 -0.28 -1.32 1.16
C 15.0842 22.7565 9.9986 -1.57 0.95 1.67
C 14.6566 21.6944 11.0626 1.71 0.42 0.35
C 14.6628 20.2885 10.5073 -1.10 0.57 -1.26
C 16.0588 19.7392 10.3146 -0.10 -0.63 -2.71
C 16.8059 19.6913 11.5645 0.74 -0.89 2.52
C 17.1224 21.1318 12.0942 0.07 -0.40 1.77
N 15.8234 21.8490 12.1315 -1.65 -0.94 -0.93
O 15.5968 22.5646 13.0212 -0.04 0.93 0.85
C 18.0691 21.9735 11.2543 -0.52 0.62 -1.00
C 17.6157 21.1592 13.6003 -0.14 -0.48 -2.24
C 13.3904 22.1767 11.7279 -0.17 -0.21 -2.11
H 15.8508 22.6726 9.3082 1.68 -1.46 -1.19
H 15.4090 23.6263 10.5631 -0.43 0.52 0.03
H 14.2095 23.0172 9.4064 -0.22 0.07 0.21
H 14.1445 20.4885 9.5466 0.47 -0.54 0.06
H 13.9579 19.6252 11.0214 0.61 0.09 0.47
H 16.6788 20.2766 9.5871 -0.51 0.64 -0.07
H 16.0197 18.7921 9.7464 -0.23 -0.08 0.85
H 17.7181 19.0323 11.5355 -0.53 1.07 -0.13
H 16.1527 19.1928 12.3210 0.46 0.47 -0.17
H 17.7736 21.8863 10.1626 0.76 0.40 1.28
H 19.0608 21.5641 11.4399 0.07 0.10 -0.29
H 18.0561 23.0466 11.6131 0.03 -1.15 -0.58
H 16.8961 20.5870 14.1919 0.15 0.62 0.26
H 17.8736 22.1818 13.9084 -0.26 -0.68 0.17
H 18.5153 20.5787 13.4770 0.54 -0.13 0.65
H 13.4505 23.2314 11.8801 -0.30 0.73 0.00
H 13.0568 21.6837 12.5852 0.22 -1.00 1.54
H 12.6236 21.9118 10.9870 -0.02 0.57 -0.03
C 19.2560 12.2709 12.6695 0.25 0.64 1.79
C 18.1965 11.1694 12.4994 -0.17 1.90 -0.64
C 18.6364 10.2682 11.3502 2.16 2.59 0.17
C 19.9184 9.5686 11.6868 -0.54 -2.30 -1.30
C 19.6694 8.7389 12.9303 -1.02 -0.77 -1.02
C 19.2886 9.5044 14.1976 -0.29 0.28 -0.22
N 18.0935 10.4059 13.7655 -1.53 -1.32 0.90
O 17.0434 10.3155 14.3469 2.05 0.31 -1.10
C 20.4327 10.3770 14.6833 1.84 -0.93 0.51
C 18.8190 8.5218 15.2608 -0.85 1.95 0.21
C 16.8481 11.7612 12.1145 0.51 -1.32 1.40
H 19.5061 12.5085 13.7171 -0.39 -0.27 -0.31
H 19.0224 13.2427 12.2826 -1.02 0.30 -0.52
H 20.1617 12.0322 12.1872 1.08 -0.56 -0.53
H 18.7832 11.0377 10.5545 -0.19 -0.87 0.19
H 17.8844 9.6073 11.0800 -1.41 -1.37 -0.56
H 20.8350 10.1097 11.6964 0.41 0.96 0.30
H 20.0961 8.8514 10.8497 -0.04 0.27 0.58
H 20.5080 8.1024 13.0921 0.89 -0.30 0.73
H 18.8687 7.9820 12.6814 0.42 0.88 0.32
H 20.1946 11.1411 15.4376 -0.20 -0.49 -0.15
H 20.9526 10.8777 13.8643 -0.13 -0.14 0.14
H 21.1921 9.6046 15.0907 -1.09 1.38 -0.39
H 19.7526 8.1303 15.6678 -0.49 -0.56 0.03
H 18.1396 7.8048 14.7456 0.48 0.22 1.05
H 18.3143 9.1816 16.0482 0.44 -1.42 -0.77
H 16.9755 12.3971 11.2864 0.25 0.67 -1.10
H 16.5105 12.3492 12.9500 -0.76 0.07 0.24
H 16.2497 10.8960 11.8311 -0.76 0.45 0.21
C 17.9033 11.9899 18.1389 -1.47 1.55 0.79
C 18.3908 12.7796 16.8718 0.71 -0.39 0.31
O 19.3642 13.5827 17.0526 -1.21 -0.66 -0.24
O 17.8657 12.4442 15.7775 0.27 0.24 0.36
H 18.5059 11.1361 18.3582 0.20 -0.98 -0.45
H 16.8028 11.7355 18.1326 1.25 0.03 -0.35
H 18.0534 12.5702 19.0770 -0.11 0.14 -0.66
C 20.1709 15.9765 22.5606 0.31 0.74 1.77
C 21.2078 17.1317 22.6525 0.61 -0.31 -0.93
O 20.9237 18.1312 23.3486 -0.16 -0.09 0.09
O 22.2758 16.9985 21.9451 -1.11 0.19 0.80
H 20.7426 15.0436 22.6476 -0.42 0.07 0.02
H 19.6908 16.0143 21.5861 -0.24 0.00 0.03
H 19.4501 16.1157 23.4480 0.87 -0.48 -1.61
C 13.2889 17.6596 14.1845 2.12 -0.31 -0.83
C 14.0550 18.9913 14.4634 -0.21 -0.93 1.40
O 14.6358 19.0652 15.5829 0.29 -0.39 0.58
O 14.0660 19.9118 13.6491 -0.20 0.67 -1.56
H 13.7541 16.8283 14.7684 -0.28 0.63 -0.49
H 13.3359 17.4308 13.0985 0.01 0.05 0.61
H 12.2682 17.6853 14.4421 -1.29 0.40 0.45
C 19.9203 22.3209 18.3116 0.96 -0.57 0.74
C 19.5964 21.1783 17.3809 -1.09 -2.42 0.67
O 19.6617 20.0687 18.0425 -0.02 0.40 -0.95
O 19.1982 21.2860 16.1894 0.87 0.63 1.34
H 19.7128 22.1097 19.3862 -0.21 0.01 -0.93
H 19.5007 23.2066 17.9902 -1.20 2.06 -0.50
H 20.9743 22.5439 18.2805 0.70 -0.14 -0.11